C27H20CrNOP2S2Se | ωB97M-V/def2-TZVPD

Structure (XYZ):
```
55
Properties=species:S:1:pos:R:3
Se -1.943 5.016 0.415
Cr 2.214 2.422 -0.024
S 2.036 2.202 -2.401
S 2.215 2.004 2.334
P 0.929 0.638 -1.690
P 0.897 0.635 1.574
O 5.117 0.967 -0.197
N 0.682 3.707 0.110
C 2.016 -3.323 -3.712
C -3.553 1.198 -2.419
C -1.360 2.149 -2.183
C 1.373 -0.914 -2.499
C -2.730 2.310 -2.323
C -0.767 1.126 2.078
C 1.596 -2.246 -4.486
C 1.346 0.646 -0.054
C -1.808 1.294 1.178
C 2.117 -3.195 -2.336
C 1.801 -1.987 -1.727
C 2.329 -1.373 2.898
C 1.119 -0.996 2.330
C -0.355 4.234 0.239
C 0.078 -1.918 2.237
C 1.465 -3.585 3.271
C -1.642 -0.244 -2.226
C 2.498 -2.666 3.372
C -2.245 1.705 3.886
C 4.143 1.523 -0.132
C 1.272 -1.045 -3.881
C -0.810 0.872 -2.128
C -0.990 1.337 3.439
C -3.067 1.668 1.629
C 0.254 -3.211 2.702
C -3.010 -0.079 -2.377
C -3.287 1.870 2.979
H 1.598 -4.593 3.642
H -3.145 3.308 -2.332
H -3.861 1.822 0.911
H 1.523 -2.346 -5.561
H -0.876 -1.625 1.812
H 2.445 -4.032 -1.733
H 0.941 -0.208 -4.486
H -0.180 1.229 4.150
H -0.557 -3.923 2.629
H 2.265 -4.263 -4.188
H 3.439 -2.954 3.823
H -4.264 2.176 3.330
H -3.650 -0.948 -2.456
H -2.410 1.876 4.942
H -0.721 3.018 -2.087
H -1.226 -1.244 -2.183
H 3.133 -0.651 2.974
H 1.890 -1.870 -0.653
H -1.647 1.159 0.117
H -4.623 1.326 -2.525
```

Calculated values
net charge: 0
relative energy (zero: lowest compared OMol25 entry of this formula, charge and spin): 0.0 kcal/mol
multiplicity: 4
Kohn-Sham gap (alpha / beta): 6.741 / 7.060 eV